[1]
The following is a DFT calculation (the ωB97M-V functional and the def2-TZVPD basis) of one molecule with the formula C2H5ClN2O2S in a non-equilibrium geometry.

Structure (XYZ):
```
13
Properties=species:S:1:pos:R:3:forces:R:3
H 2.497385 2.025704 -1.777666 -1.1 0.7 0.1
N 2.636964 1.221294 -1.192652 2.4 -0.4 0.9
N 1.635897 0.555357 -0.929070 0.0 1.9 -2.0
C 1.271635 -0.584803 -0.711384 -2.3 -4.2 2.2
Cl 2.012067 -2.179816 0.446753 -0.7 1.5 -1.0
S -0.490852 -0.952433 -0.784411 -0.3 0.0 -1.5
C -1.653853 -0.931038 0.684689 1.2 -2.6 -0.9
O -0.883680 -2.049545 -1.636284 0.9 -0.7 1.3
O -1.005149 0.286727 -1.611442 -0.1 1.2 -0.5
H -1.448164 -0.173443 1.324295 0.6 3.2 1.3
H -2.699902 -0.956696 0.379345 0.4 -0.3 -0.3
H -1.304879 -1.741521 1.377891 -0.6 -0.2 -1.3
H -0.694223 0.226603 -2.566009 -0.3 -0.1 1.6
```
Positions in Å, forces in eV/Å.

The value obtained for the highest occupied orbital energy (alpha / beta) is -8.410 / -8.409 eV. The value obtained for the energy above the lowest of the compared OMol25 structures with the same formula, charge and spin is 2.986 eV. Its frontier orbital gap (alpha / beta) is 8.1 / 8.1 eV. As for the charge: 0. Its SMILES is [H]/N=N/C(Cl)=[S@](C)(=O)O.



[2]
The following is a DFT calculation (the ωB97M-V functional and the def2-TZVPD basis) of C48H30Br2MnN6O4S2 as an isolated structure.

Structure (XYZ):
```
93
Properties=species:S:1:pos:R:3:forces:R:3
Mn -0.301066 0.616227 -0.013917 0.1 -0.1 -0.1
O 6.322277 -1.533379 1.309421 0.1 0.0 0.0
C 5.948909 -0.832210 0.360863 -0.1 0.0 0.0
O 6.469611 -0.571931 -0.740883 0.1 0.1 0.0
C 4.523899 -0.240197 0.517402 0.0 0.1 0.1
C 3.634273 -0.790817 1.428475 0.0 0.0 0.0
C 2.307631 -0.391336 1.396315 0.0 0.0 0.0
N 1.883256 0.558606 0.560675 0.1 0.1 0.1
C 2.755560 1.178974 -0.236735 0.0 0.0 0.0
C 4.080272 0.778582 -0.314160 0.0 0.0 0.0
C 2.177351 2.316639 -1.006874 0.0 0.0 0.0
C 2.942808 3.169480 -1.791317 0.0 0.0 0.0
C 2.317785 4.233939 -2.419079 0.0 0.0 0.0
C 0.957783 4.429316 -2.234992 0.0 0.0 0.0
C 0.268236 3.528949 -1.440774 0.0 0.0 0.0
N 0.860807 2.492015 -0.857019 0.0 0.0 0.0
C 1.238981 -1.005519 2.233565 0.0 0.0 0.0
C 1.493421 -2.005435 3.163629 0.0 0.0 0.0
C 0.438414 -2.510772 3.904483 0.0 0.0 0.0
C -0.835600 -2.001526 3.708380 0.0 0.0 0.0
C -1.004139 -1.014212 2.753126 0.0 0.0 0.0
N 0.002616 -0.538510 2.026014 0.0 0.0 -0.1
H 4.015815 -1.552631 2.094448 0.0 0.0 0.0
H 4.785457 1.196251 -1.019882 0.0 0.0 0.0
H 4.006670 3.014271 -1.896918 0.0 0.0 0.0
H 2.892442 4.913208 -3.034964 0.0 0.0 0.0
H 0.438908 5.260349 -2.691340 0.0 0.0 0.0
H -0.795887 3.627651 -1.259957 0.0 0.0 0.0
H 2.495570 -2.381804 3.306639 0.0 0.0 0.0
H 0.612809 -3.291862 4.632755 0.0 0.0 0.0
H -1.682434 -2.359681 4.276373 0.0 0.0 0.0
H -1.978687 -0.582949 2.552364 0.0 0.0 0.0
S -7.177492 -1.616964 0.114718 0.0 0.0 0.0
C -8.174449 -0.286829 0.509667 0.0 0.0 0.0
C -7.442072 0.827345 0.778448 0.0 0.0 0.0
C -6.043645 0.608355 0.663522 0.0 0.0 0.0
C -5.743439 -0.678677 0.310642 0.0 0.0 0.0
C -4.416218 -1.264048 0.102240 0.0 0.0 0.0
C -3.301796 -0.410379 -0.049982 0.0 0.0 0.0
N -2.073395 -0.838985 -0.253728 -0.2 -0.1 0.1
C -1.851295 -2.172216 -0.326407 0.0 0.0 0.0
C -2.883749 -3.103646 -0.161764 0.0 0.0 0.0
C -2.586829 -4.507685 -0.193964 0.0 0.0 0.0
C -1.323614 -4.944954 -0.365195 0.0 0.0 0.0
C -0.242197 -4.017820 -0.540694 0.0 0.0 0.0
C 1.087285 -4.438772 -0.690296 0.0 0.0 0.0
C 2.096736 -3.515499 -0.851746 0.0 0.0 0.0
C 1.705461 -2.160500 -0.889757 0.0 0.1 0.0
N 0.474491 -1.730314 -0.736168 -0.1 0.0 0.1
C -0.504964 -2.640034 -0.546293 0.0 0.0 0.0
C 3.516449 -3.860880 -0.920375 0.0 0.0 0.1
C 4.572468 -3.028703 -1.171926 0.0 -0.1 -0.1
C 5.832307 -3.668860 -1.064122 0.0 -0.1 -0.1
C 5.712283 -4.985521 -0.752232 0.0 0.0 0.1
S 4.078284 -5.446289 -0.531966 0.0 -0.1 -0.1
C -4.182076 -2.618388 0.055065 0.0 0.0 0.0
H -9.246357 -0.398245 0.518197 0.0 0.0 0.0
H -7.878916 1.776924 1.049737 0.0 0.0 0.0
H -5.301868 1.378413 0.840353 0.0 0.0 0.0
H -3.422332 0.663385 0.018139 0.0 0.0 0.1
H -3.402393 -5.208714 -0.066019 0.0 0.0 0.0
H -1.100498 -6.004633 -0.375420 0.0 0.0 0.0
H 1.308898 -5.499882 -0.663339 0.0 0.0 0.0
H 2.468494 -1.401425 -1.024545 0.0 0.0 0.0
H 4.494154 -1.979495 -1.417366 0.0 -0.1 -0.1
H 6.766320 -3.139432 -1.179948 0.0 0.0 0.0
H 6.497505 -5.707614 -0.599389 0.0 0.0 0.0
H -4.991788 -3.326379 0.194216 0.0 0.0 0.0
Br -2.942867 1.811444 -2.554744 0.0 0.1 -0.1
C -1.374600 1.194760 -3.418062 -0.1 0.0 0.0
C -1.268418 1.363236 -4.792181 0.0 0.0 0.0
C -0.100215 0.946214 -5.401611 0.0 0.0 0.0
C 0.902625 0.386199 -4.622459 0.0 0.0 0.0
C 0.683127 0.257818 -3.265326 0.0 0.0 0.0
N -0.443637 0.650214 -2.658855 0.0 0.0 0.0
H -2.077509 1.811130 -5.349206 0.0 0.0 0.0
H 0.027267 1.062116 -6.469834 0.0 0.0 0.0
H 1.836723 0.054851 -5.053341 0.0 0.0 0.0
H 1.439234 -0.170295 -2.622883 0.0 0.0 0.0
Br 0.498648 7.005784 4.763950 0.0 0.0 0.0
C -0.380207 5.707713 3.697799 0.0 0.0 0.0
C 0.358551 4.677777 3.139487 0.0 0.0 0.0
C -0.291091 3.734068 2.357808 0.0 0.0 0.0
C -1.661233 3.817585 2.138837 0.0 0.0 0.0
C -2.382068 4.858271 2.712455 0.0 0.0 0.0
C -1.747439 5.809887 3.494540 0.0 0.0 0.0
C -2.377817 2.803168 1.280367 -0.1 0.0 -0.1
O -3.593895 2.892906 1.115176 0.0 0.0 0.0
O -1.643053 1.896714 0.756633 0.1 0.0 0.0
H 1.423804 4.615146 3.313867 0.0 0.0 0.0
H 0.271472 2.921449 1.915153 0.0 0.0 0.0
H -3.447301 4.907912 2.531693 0.0 0.0 0.0
H -2.303599 6.621600 3.942351 0.0 0.0 0.0
```
Positions in Å, forces in eV/Å.

The value obtained for the highest occupied orbital energy (alpha / beta) is -8.134 / -8.135 eV. The value obtained for the energy above the lowest of the compared OMol25 structures with the same formula, charge and spin is 0.000 eV. As for the expectation value of S²: 8.75. Its frontier orbital gap (alpha / beta) is 7.3 / 7.2 eV. Its spin multiplicity is 6. As for the charge: 0.



[3]
The following is a DFT calculation (the ωB97M-V functional and the def2-TZVPD basis) of C23H39N7O8PPdSSi as an isolated structure.

Structure (XYZ):
```
81
Properties=species:S:1:pos:R:3:forces:R:3
Pd 0.082249 -0.223145 -1.271098 -0.1 -1.0 0.0
N -2.231220 2.846977 -2.295969 0.0 0.0 0.0
C -1.033861 2.306185 -2.955382 -0.1 0.0 0.0
P 0.393387 3.301716 -2.384887 0.0 0.0 -0.1
O 0.320867 4.626031 -3.064395 0.0 0.0 0.0
O 0.516182 3.155520 -0.893398 0.0 0.0 0.0
C 1.859616 2.396724 -3.095692 0.0 -0.1 0.0
N 2.493662 1.515610 -2.078936 -0.1 0.0 0.1
H -1.216483 2.362900 -0.233214 0.1 0.1 0.1
H -3.059475 2.352614 -2.605014 0.0 0.0 0.0
H -2.335709 3.822724 -2.554376 0.0 0.0 0.0
H -1.072166 2.348152 -4.051469 0.0 0.0 0.0
H -0.921830 1.248732 -2.673471 0.0 0.0 0.0
H 2.577940 3.140612 -3.436470 0.0 0.0 0.0
H 1.568290 1.769287 -3.938317 0.0 0.0 0.0
H 3.234129 0.917527 -2.445622 0.1 0.0 0.0
H 1.758595 0.844008 -1.656169 0.0 0.1 -0.2
H 2.848097 2.048246 -1.283902 -0.1 0.0 0.0
S 4.099988 -2.108315 -1.739643 0.0 0.0 0.0
C 2.292624 -2.307885 -1.353688 0.0 0.0 0.0
N 1.869192 -1.109418 -0.636280 0.1 0.4 -0.1
C 2.920519 -0.517308 -0.025317 0.0 0.0 0.1
C 2.843167 0.533682 0.905900 0.0 0.0 0.0
C 4.002848 1.111376 1.408543 0.0 0.0 0.0
C 5.263613 0.678614 1.014993 0.0 0.0 0.0
C 5.363401 -0.357266 0.080353 0.0 0.0 0.0
C 4.219083 -0.932256 -0.424621 0.0 0.0 0.0
H 1.775436 -2.393443 -2.312245 0.0 0.0 0.0
H 1.866341 0.905759 1.194231 0.0 0.0 0.0
H 3.914342 1.921055 2.123755 0.0 0.0 0.0
H 6.156504 1.135950 1.420119 0.0 0.0 0.0
H 6.335760 -0.694044 -0.260740 0.0 0.0 0.0
C 2.826986 -3.636126 1.357546 0.0 0.0 0.0
Si 1.911854 -3.807690 -0.265891 0.0 0.0 0.0
C 0.049228 -3.827715 0.006944 0.0 0.0 0.0
C 2.444529 -5.385569 -1.137775 0.0 0.0 0.0
H 2.607662 -4.480947 2.015911 0.0 0.0 0.0
H 2.525071 -2.717633 1.864703 0.0 0.0 0.0
H 3.906680 -3.595046 1.199789 0.0 0.0 0.0
H -0.207976 -3.470689 1.006153 0.0 0.0 0.0
H -0.371101 -4.829033 -0.118380 0.0 0.0 0.0
H -0.434289 -3.152250 -0.704467 0.0 0.0 0.0
H 2.265338 -6.261499 -0.509257 0.0 0.0 0.0
H 3.508601 -5.355208 -1.382344 0.0 0.0 0.0
H 1.886286 -5.524717 -2.067125 0.0 0.0 0.0
C -1.718052 4.394580 1.332381 0.0 0.0 0.0
C -2.392423 3.160526 1.927291 0.0 0.0 0.0
C -3.759262 2.928715 1.278785 0.0 0.0 0.0
C -2.543360 3.322102 3.435707 0.0 0.0 0.0
N -1.482125 2.005824 1.758947 0.0 0.0 0.0
N -1.426871 1.574226 0.395515 0.2 0.2 -0.1
H -2.322635 5.279362 1.541819 0.0 0.0 0.0
H -1.601477 4.319167 0.249969 0.0 0.0 0.0
H -0.724587 4.526113 1.759458 0.0 0.0 0.0
H -4.418721 3.771952 1.491829 0.0 0.0 0.0
H -4.226323 2.016600 1.657640 0.0 0.0 0.0
H -3.675688 2.838725 0.194128 0.0 0.0 0.0
H -3.165557 4.189355 3.657967 0.0 0.0 0.0
H -1.567404 3.461001 3.901920 0.0 0.0 0.0
H -3.020410 2.443559 3.878622 0.0 0.0 0.0
H -1.855449 1.209949 2.269907 0.0 0.0 0.0
H -0.613455 0.921462 0.245748 0.1 0.1 0.1
H -2.277979 1.041513 0.095838 -0.1 -0.1 0.0
O -2.120190 -0.912488 -1.746491 0.1 0.2 0.0
C -2.992874 -1.041581 -0.864714 0.0 0.0 0.0
O -3.335607 -0.214582 0.013933 -0.2 -0.1 0.0
C -3.738272 -2.371358 -0.859519 0.0 0.0 0.0
C -3.358139 -3.378697 -1.735778 0.0 0.0 0.0
C -4.029547 -4.586977 -1.699229 0.0 0.0 0.0
C -5.070355 -4.839640 -0.827052 0.0 0.0 0.0
C -5.421704 -3.813350 0.027281 0.0 0.0 0.0
C -4.777135 -2.588834 0.033125 0.0 0.0 0.0
N -6.531644 -4.045073 0.971623 0.0 0.0 0.0
O -6.841661 -3.134981 1.711777 0.0 0.0 0.0
O -7.066120 -5.136923 0.957563 0.0 0.0 0.0
N -3.625895 -5.661643 -2.627204 0.1 0.0 0.1
O -2.710659 -5.433649 -3.388571 0.0 0.0 0.0
O -4.230158 -6.715182 -2.564704 0.0 0.0 0.0
H -2.544480 -3.204613 -2.424517 0.0 0.0 0.0
H -5.580696 -5.788689 -0.814001 0.0 0.0 0.0
H -5.063447 -1.804672 0.717819 0.0 0.0 0.0
```
Positions in Å, forces in eV/Å.

The value obtained for the highest occupied orbital energy is -3.680 eV. The value obtained for the energy above the lowest of the compared OMol25 structures with the same formula, charge and spin is 2.550 eV. Its frontier orbital gap is 4.8 eV. As for the charge: -1.